1.
Density functional theory data (ωB97M-V/def2-TZVPD) for C4H6N2O as an isolated structure.

Electronic energy, eV: -9266.193

Geometry as ORCA input:
```
! wB97M-V def2-TZVPD RIJCOSX def2/J DEFGRID3
* xyz 0 1
C 1.804 -0.538 0.056
H 2.408 -1.630 -0.269
H -0.193 2.329 0.927
N -1.941 0.131 0.208
C -1.644 -1.209 -0.136
C 0.236 -0.510 -0.214
H 2.169 0.256 -0.638
N -0.092 1.855 -0.262
O -0.306 -1.534 -0.195
H -1.041 2.384 -0.897
H 1.797 -0.248 1.468
C -0.603 0.552 -0.037
H -2.593 -1.838 -0.011
*
```



2.
Density functional theory data (ωB97M-V/def2-TZVPD) for C53H41AgBrF4N3P2 as an isolated structure.

Electronic energy, eV: -163586.678

Geometry as ORCA input:
```
! wB97M-V def2-TZVPD RIJCOSX def2/J DEFGRID3
* xyz 0 1
C -1.651 3.950 2.976
C -3.989 3.567 3.422
C 3.545 1.039 -0.290
C -0.119 -3.525 3.650
C 4.321 -4.000 0.054
H 1.259 1.627 -6.548
H -5.053 0.235 5.589
C -1.176 5.049 -3.088
H 1.717 -2.132 1.146
C -0.603 -4.619 1.184
C -0.332 -5.452 2.255
C -0.341 -2.656 2.594
C 3.579 -0.274 4.099
C 2.434 -0.448 3.333
C 0.060 5.181 -2.476
H 4.012 5.488 3.385
H -4.881 3.776 3.998
H -0.394 2.078 -6.547
Ag 0.505 0.201 0.278
H 0.822 5.811 -2.918
H -0.736 4.472 3.224
C 4.525 -1.689 -0.648
C -4.133 0.046 5.051
C -1.686 3.058 1.909
H 2.147 6.783 2.398
H -2.898 1.566 0.935
N 0.353 1.561 -6.124
C -4.082 -0.942 4.079
C -1.852 3.544 -1.339
C 1.099 -0.516 5.332
F -0.315 -6.771 2.094
F 0.068 -3.071 4.894
C 2.239 -0.315 6.093
C 5.562 2.372 0.050
H 0.294 5.620 1.276
C 1.318 0.546 -4.161
H -3.101 4.104 -2.984
C -4.017 2.617 2.409
C 3.130 -3.669 0.688
H 1.304 4.626 -0.830
H 2.159 -0.265 7.172
H 3.377 4.044 -1.897
H -1.856 1.620 -4.619
C -1.741 -0.472 3.699
H 5.632 4.309 -0.897
C -0.624 3.691 -0.691
C 3.327 -1.326 0.006
C 1.184 -0.577 3.941
H 4.014 3.014 3.234
C -2.871 2.354 1.677
C 3.793 3.255 -1.281
H 4.704 -5.012 0.075
H 5.248 0.429 0.879
C 4.834 1.213 0.256
C 3.197 3.589 2.815
H 4.541 -0.190 3.608
C -3.000 0.799 5.322
H 5.071 -0.941 -1.209
H 5.919 -3.223 -1.145
C -2.798 4.211 3.718
H 2.565 -4.432 1.213
N 2.752 -0.069 -0.030
H -1.392 5.582 -4.006
C -0.619 -3.248 1.354
H 2.518 -0.481 2.250
H 2.057 2.014 -1.492
C 1.108 5.045 1.704
H 6.541 2.470 0.507
C -1.815 0.553 4.641
H 1.987 -0.291 -2.305
P -0.198 -0.813 2.767
Br -1.059 -2.241 -0.180
H -3.034 1.587 6.063
H -2.609 2.893 -0.928
H 4.371 -0.052 6.080
C 0.235 1.114 -4.838
H 0.146 -0.634 5.830
C -2.134 4.226 -2.513
C 3.196 4.972 2.895
C 2.156 2.933 2.170
C -0.097 -4.901 3.496
C 5.000 -2.991 -0.619
H -0.948 1.167 4.847
C 1.152 0.124 -2.861
C -1.039 0.737 -2.851
C -0.979 1.193 -4.150
C 5.057 3.409 -0.728
C -2.895 -1.200 3.409
C 2.649 -2.371 0.656
H -2.754 4.928 4.529
H -1.974 0.799 -2.305
C 3.049 2.104 -1.060
C 1.105 3.652 1.608
C 2.149 5.702 2.338
N -0.004 0.216 -2.188
H 2.285 0.452 -4.640
F -0.852 -5.182 0.003
H 2.169 1.854 2.078
F 0.135 -5.694 4.540
H -4.965 -1.524 3.847
H -2.869 -1.989 2.666
H -4.925 2.064 2.203
C 3.482 -0.198 5.479
C 0.330 4.514 -1.287
P -0.239 2.706 0.826
*
```



3.
Density functional theory data (ωB97M-V/def2-TZVPD) for a 2-piece molecular cluster, C5H11NO overall.

Electronic energy, eV: -8896.264

Geometry as ORCA input:
```
! wB97M-V def2-TZVPD RIJCOSX def2/J DEFGRID3
* xyz 0 1
H -1.600 -0.340 2.028
C 0.647 -0.269 -2.962
C -0.553 1.237 0.963
H -0.141 -1.382 0.713
C 1.416 -1.109 -0.750
C 0.929 -1.291 0.493
H -0.984 0.908 -0.006
O 0.726 0.841 1.160
H 1.611 -1.490 1.342
C -1.544 0.771 2.076
N 0.468 -0.620 -1.722
H 2.477 -1.072 -1.052
H 1.672 -0.410 -3.438
H -2.576 1.147 1.981
H -1.254 1.047 3.099
H -0.239 0.181 -3.483
H -0.473 -0.459 -1.327
H -0.583 2.312 0.886
*
```



4.
Density functional theory data (ωB97M-V/def2-TZVPD) for one molecule with the formula C4H6N2O.

Electronic energy, eV: -9268.328

Geometry as ORCA input:
```
! wB97M-V def2-TZVPD RIJCOSX def2/J DEFGRID3
* xyz 0 1
N 1.773 1.338 0.656
C -2.306 -0.111 0.034
O -1.140 -0.765 0.547
H -2.184 0.978 0.024
H -2.483 -0.457 -0.985
H 0.868 1.725 -1.317
C 2.044 0.006 0.007
N 1.058 -1.022 0.231
H 3.081 -0.289 -0.134
C 1.377 1.175 -0.533
H -3.121 -0.392 0.697
C -0.094 -0.471 -0.192
H 1.141 -1.721 0.966
*
```



5.
Density functional theory data (ωB97M-V/def2-TZVPD) for an isolated ion of composition C9H14NO2 and charge +1.

Electronic energy, eV: -15133.368
Structure (SMILES): CO[N+](C)(OC)c1ccccc1

Geometry as ORCA input:
```
! wB97M-V def2-TZVPD RIJCOSX def2/J DEFGRID3
* xyz 1 1
H 1.166 0.873 -3.430
C -1.625 1.499 -1.748
H 1.906 -1.726 0.067
H -2.042 -1.451 2.863
C 0.971 -1.986 0.514
O 1.013 0.127 1.440
O -1.055 -0.979 1.266
H -2.519 2.188 -1.701
H -0.369 -0.996 3.256
H -0.958 2.476 -3.374
N 0.137 -0.692 0.604
C -0.981 -1.552 2.590
H 2.103 1.702 1.663
H 0.220 -2.705 -0.102
C -0.241 0.005 -0.590
C -1.418 0.695 -0.644
C 0.686 0.003 -1.637
C 1.310 1.414 1.023
H 1.540 -0.596 -1.768
C -0.714 1.594 -2.735
H 1.122 -2.357 1.584
H 1.692 1.460 -0.008
C 0.432 0.859 -2.729
H -0.584 -2.626 2.436
H 0.382 2.050 0.963
H -2.175 0.719 0.198
*
```



6.
Density functional theory data (ωB97M-V/def2-TZVPD) for one molecule with the formula C6H14O.

Electronic energy, eV: -8494.952
Structure (SMILES): CCCOCCC

Geometry as ORCA input:
```
! wB97M-V def2-TZVPD RIJCOSX def2/J DEFGRID3
* xyz 0 1
O -0.016 -0.408 0.382
C -3.674 0.211 0.483
H -2.328 -0.338 -1.125
H -3.619 1.299 0.362
H 4.466 -0.744 -0.218
C -2.397 -0.447 -0.048
H -1.152 1.332 0.308
H 1.338 1.073 0.809
H 3.866 0.639 0.711
H 1.033 0.757 -0.919
H -3.927 0.010 1.533
C -1.084 0.320 -0.104
H -0.916 0.503 -1.299
C 2.311 -0.712 0.026
C 1.171 0.277 0.066
H -4.520 -0.136 -0.123
H -2.294 -1.514 0.193
H 2.125 -1.411 -0.798
C 3.654 -0.016 -0.142
H 3.671 0.601 -1.049
H 2.290 -1.297 0.952
*
```



Number 1: F_max 15.011 eV/Å. Number 2: F_max 0.695 eV/Å. Number 3: F_max 2.154 eV/Å. Number 4: F_max 1.024 eV/Å. Number 5: F_max 3.356 eV/Å. Number 6: F_max 2.862 eV/Å.